The following is a DFT calculation (ωB97M-V with the def2-TZVPD basis set) of a molecular structure, C5H7N2.

```
14
Properties=species:S:1:pos:R:3
N -0.825 0.266 1.217
N -1.506 -0.658 0.523
C -1.451 -0.838 -0.765
C 0.294 0.712 0.763
C 0.868 1.831 0.367
C 0.921 -1.350 -1.021
C 1.256 -0.781 0.016
H -1.003 0.312 2.231
H 1.841 2.022 -0.085
H -0.987 -0.149 -1.474
H 0.194 2.683 0.623
H -2.101 -1.523 -1.307
H 0.449 -1.728 -1.894
H 2.050 -0.800 0.804
```

The HOMO-LUMO gap comes out at 8.9406 eV. The net charge is +1. Its energy above the lowest of the compared OMol25 structures with the same formula, charge and spin is 753.8 kJ/mol. The electronic energy is -303.73183 Ha. The largest force on an atom is 3.74 eV/A.


The following is a DFT calculation (ωB97M-V with the def2-TZVPD basis set) of a molecular structure, C16H32AgAsF6O12.

```
68
Properties=species:S:1:pos:R:3
Ag -9.519 -13.275 -22.115
As -12.197 -13.226 -19.646
F -12.255 -14.263 -18.256
F -10.820 -14.126 -20.296
F -10.976 -12.183 -18.940
F -12.132 -12.229 -21.121
F -13.248 -14.332 -20.516
F -13.522 -12.257 -19.111
O -10.592 -13.532 -24.343
O -9.076 -8.805 -20.446
O -7.465 -13.604 -23.165
O -8.569 -17.097 -21.114
O -9.249 -8.487 -22.546
O -11.558 -14.450 -26.190
O -9.202 -10.610 -21.763
O -6.647 -15.128 -24.554
O -10.659 -17.200 -21.493
O -6.287 -12.999 -24.961
O -12.396 -12.659 -25.356
O -9.474 -15.720 -22.672
C -5.474 -15.475 -25.328
C -9.177 -9.428 -21.577
C -6.885 -13.870 -24.184
C -5.649 -16.884 -25.883
C -7.248 -16.847 -21.559
C -6.431 -11.619 -24.699
C -11.915 -16.876 -22.077
C -9.543 -16.598 -21.851
C -11.418 -13.558 -25.232
C -7.496 -9.702 -18.865
C -8.965 -9.534 -19.233
C -12.508 -11.576 -24.442
C -9.435 -8.967 -23.848
C -12.619 -18.088 -22.670
C -10.713 -15.592 -26.193
C -9.324 -15.249 -26.722
H -10.060 -9.849 -23.993
H -7.450 -11.267 -24.544
H -10.541 -15.982 -25.186
H -8.725 -16.165 -26.762
H -12.048 -11.768 -23.474
H -5.880 -11.286 -23.813
H -13.574 -11.419 -24.292
H -6.545 -17.007 -20.741
H -5.689 -17.613 -25.080
H -12.173 -18.470 -23.588
H -5.930 -11.108 -25.518
H -12.466 -16.461 -21.231
H -13.584 -17.706 -23.023
H -7.056 -15.875 -22.005
H -12.091 -10.677 -24.896
H -9.370 -14.933 -27.768
H -4.914 -17.138 -26.643
H -5.381 -14.744 -26.129
H -12.864 -18.843 -21.929
H -7.179 -8.815 -18.309
H -4.655 -15.378 -24.615
H -9.981 -8.227 -24.444
H -11.136 -16.364 -26.827
H -6.991 -17.666 -22.241
H -9.505 -9.185 -18.355
H -11.881 -16.042 -22.783
H -7.267 -10.604 -18.303
H -9.382 -10.538 -19.359
H -8.467 -9.054 -24.350
H -8.744 -14.544 -26.131
H -6.852 -9.691 -19.747
H -6.597 -16.847 -26.425
```

The HOMO-LUMO gap comes out at 10.4352 eV. The net charge is 0. Its energy above the lowest of the compared OMol25 structures with the same formula, charge and spin is 128.0 kJ/mol. The electronic energy is -4513.82197 Ha. The largest force on an atom is 3.04 eV/A.


The following is a DFT calculation (ωB97M-V with the def2-TZVPD basis set) of 13 unconnected molecules or ions with the total composition C39H91N13O13.

```
156
Properties=species:S:1:pos:R:3
O 4.206 -2.929 -1.454
O -3.711 -1.153 -2.935
O 7.574 -0.027 0.527
O -7.234 2.061 -0.870
O 0.393 2.984 4.760
O -0.255 1.529 -1.028
O 0.037 -1.702 -6.334
O -3.610 3.234 1.635
O 3.690 -5.510 1.987
O 3.334 0.944 -3.426
O -7.106 0.590 3.791
O -0.458 -1.677 3.040
O -0.963 4.786 -4.364
N -2.032 4.822 1.338
N 3.450 -4.214 3.826
N 5.270 1.852 -3.763
N 0.640 0.941 3.799
N 5.928 -2.965 -2.887
N -1.022 -0.841 -4.538
N 7.644 -1.612 2.042
N 0.444 3.622 -3.114
N 0.426 -0.223 0.184
N -7.027 2.945 -2.988
N -5.346 1.378 2.689
N -4.640 -2.264 -1.219
N -0.411 -3.349 4.445
C -3.613 -1.959 -2.030
C 2.504 -3.373 1.776
C 0.292 -2.735 5.482
C -4.291 5.333 0.680
C -8.395 3.411 -3.237
C 4.427 1.213 -2.977
C -2.213 -2.532 -1.655
C 6.958 -0.768 1.322
C 1.779 -0.465 -0.430
C 3.989 -5.093 4.825
C -1.935 0.514 0.271
C 7.089 -2.579 3.025
C -1.713 4.040 -2.204
C -0.523 0.631 -0.288
C -0.744 -2.824 3.272
C 5.249 -2.452 -4.016
C 1.598 3.696 -3.998
C -0.895 4.082 1.775
C -0.172 0.259 -4.284
C -1.977 -2.819 -5.626
C 3.324 -4.432 2.550
C 5.376 -3.201 -1.690
C -4.374 0.421 3.200
C 6.684 2.121 -3.527
C -3.279 4.394 1.344
C -0.014 1.808 4.581
C -0.907 -1.693 -5.531
C -6.558 2.268 -1.898
C -5.173 1.814 -1.961
C -7.665 2.399 2.360
C 1.899 1.248 3.139
C -6.651 1.407 3.016
C 4.925 0.665 -1.646
C 6.163 -3.909 -0.613
C -6.023 -1.696 -1.295
C -1.475 -3.683 2.248
C 5.401 -0.649 1.364
C -0.688 4.192 -3.301
C -1.343 1.308 5.229
H -8.500 4.247 -3.928
H 7.837 -3.338 3.256
H 2.388 0.347 2.771
H -2.162 -3.001 -6.685
H 4.935 -1.108 2.236
H 4.999 -4.790 5.102
H -4.420 -3.033 -0.601
H 0.182 -3.385 6.350
H 0.193 -0.791 0.985
H -4.952 2.118 2.126
H 6.007 0.538 -1.598
H 1.521 4.564 -4.653
H 6.507 -4.857 -1.027
H 3.989 -6.138 4.515
H -6.348 3.147 -3.707
H -4.994 1.204 -2.847
H -2.971 -2.547 -5.270
H -6.578 -2.417 -0.695
H -2.007 1.274 1.049
H 4.697 1.343 -0.823
H -0.086 -1.746 5.743
H -2.396 4.886 -2.287
H 7.062 2.791 -4.299
H 2.585 -0.169 0.241
H -0.344 4.528 2.603
H -2.155 -2.869 -0.620
H -4.772 -0.593 3.173
H -7.232 2.827 1.455
H -1.449 0.228 5.325
H 2.500 1.907 3.766
H -1.066 -3.462 1.262
H -2.198 1.727 4.699
H 4.869 -1.023 0.490
H 7.337 1.265 -3.358
H -1.236 -4.733 2.416
H 6.996 -3.318 -0.232
H -8.562 1.841 2.090
H -7.870 3.156 3.116
H 6.216 -3.042 2.566
H -4.041 5.961 -0.175
H 1.585 1.828 2.272
H 8.653 -1.583 2.001
H -4.105 0.643 4.233
H 3.289 -3.259 4.112
H -1.893 -0.842 -4.028
H 6.776 -2.030 3.913
H 4.167 -2.467 -3.882
H 4.852 2.201 -4.613
H -0.714 -4.291 4.646
H -1.400 1.681 6.251
H 5.446 -1.389 -4.158
H -6.575 -1.670 -2.235
H -2.349 3.156 -2.235
H 0.735 -0.126 -3.817
H 1.773 2.813 -4.613
H -2.549 -3.503 2.227
H 0.225 0.661 -5.216
H -1.687 -3.730 -5.104
H -0.699 1.064 -3.773
H -4.538 2.681 -2.141
H -5.957 -0.696 -0.868
H -1.142 3.073 2.106
H 6.716 2.625 -2.561
H 0.265 0.024 3.605
H -2.071 -0.504 0.636
H 6.876 -3.278 -3.039
H -2.692 0.728 -0.483
H -8.864 3.750 -2.313
H 1.338 -2.468 5.329
H 1.884 0.018 -1.401
H 2.435 3.897 -3.330
H -0.214 3.912 0.941
H 3.451 -4.893 5.752
H -1.261 4.108 -1.215
H 1.614 -3.888 1.416
H 2.150 -2.515 2.346
H -4.774 1.344 -1.063
H 5.473 -2.817 -5.018
H 3.146 -2.986 0.984
H 5.106 0.382 1.561
H -5.190 4.744 0.501
H 5.596 -4.277 0.242
H -8.925 2.518 -3.567
H 4.400 -0.268 -1.438
H -1.411 -1.820 -1.848
H -1.881 5.760 0.997
H -3.445 0.376 2.632
H -2.097 -3.357 -2.358
H 0.404 2.998 -2.321
H 1.805 -1.555 -0.427
H -4.466 6.097 1.437
```

The HOMO-LUMO gap comes out at 8.4079 eV. The net charge is 0. Its energy above the lowest of the compared OMol25 structures with the same formula, charge and spin is 289.0 kJ/mol. The electronic energy is -3230.70888 Ha. The largest force on an atom is 4.74 eV/A.


The following is a DFT calculation (ωB97M-V with the def2-TZVPD basis set) of 2 unconnected molecules or ions with the total composition C5H13NO.

```
20
Properties=species:S:1:pos:R:3
O -1.856 2.166 -1.849
N -1.488 -0.787 -0.903
C 2.724 0.523 -0.381
C -1.472 -0.387 0.530
C 0.997 -0.713 0.979
C -0.378 -1.007 1.384
C 1.354 0.263 0.031
H -0.500 -2.090 1.468
H -0.460 -0.655 2.435
H -1.871 1.239 -1.583
H -0.536 -0.931 -1.227
H 0.583 0.918 -0.368
H -2.489 -0.582 0.896
H 1.781 -1.270 1.476
H -1.823 -1.750 -0.942
H -1.396 0.700 0.563
H 2.795 1.288 -1.146
H -2.471 2.618 -1.258
H 3.256 0.861 0.527
H 3.251 -0.406 -0.632
```

The HOMO-LUMO gap (spin up / spin down) comes out at 9.1858 / 5.6608 eV. As for the expectation value of S²: 0.752. The net charge is +1. As for the spin multiplicity: 2. Its energy above the lowest of the compared OMol25 structures with the same formula, charge and spin is 177.7 kJ/mol. The electronic energy is -327.94763 Ha. The largest force on an atom is 1.22 eV/A.